134
Properties=species:S:1:pos:R:3:forces:R:3:mulliken_charge:R:1 method="wB97M-V/def2-TZVPD" lumo_energy_ev=0.355 smiles="CCO[C@H](COC(C)=O)OCCO[C@@](N)(OC[C@@H](C)CC(C)C)S(=O)(=O)F.CCOC(=O)OC.CCOC(=O)OC.CCOC(=O)OC.CCOC(=O)OC.CCOC(=O)OC" charge=0 gap_ha=0.3802
C 4.75841 0.34724 0.24806 0.02 -0.22 0.17 -1.259
C 4.90143 -0.95657 -0.51122 0.09 0.04 0.07 -0.079
O 3.96135 -0.96052 -1.57628 -0.05 0.04 0.08 -0.389
C 3.63911 -2.21607 -2.07176 -0.12 -0.02 0.14 0.259
C 4.67264 -2.72373 -3.08238 0.03 -0.05 -0.29 -0.862
O 5.72836 -3.44309 -2.43159 -0.09 0.04 0.45 -0.370
C 5.38404 -4.64499 -1.90778 0.09 0.06 -0.23 0.826
C 6.37400 -5.10273 -0.87632 0.01 -0.05 -0.12 -1.085
O 4.39055 -5.24092 -2.23413 -0.03 0.08 0.11 -0.555
O 2.39399 -2.04042 -2.68934 0.13 0.00 -0.22 -0.398
C 1.67340 -3.23488 -2.93965 -0.10 -0.12 -0.04 -0.590
C 0.31332 -3.21846 -2.19916 0.12 -0.16 0.00 -0.627
O 0.10563 -2.00408 -1.47980 -0.20 -0.13 0.20 -0.267
C -0.63483 -1.05061 -2.13003 0.07 -0.21 -0.56 0.779
N -0.14764 -0.79659 -3.43776 0.24 0.43 0.13 -0.653
O -1.97995 -1.31101 -2.25573 0.06 0.11 0.33 -0.435
C -2.72666 -1.60561 -1.05539 -0.11 -0.02 -0.07 -1.512
C -2.66618 -3.07366 -0.61371 -0.21 -0.13 0.30 2.223
C -1.83262 -3.23869 0.66654 -0.04 0.49 -0.18 -2.058
C -4.11102 -3.58560 -0.44153 0.22 -0.11 -0.22 -1.557
C -4.31306 -4.96721 0.21024 -0.06 -0.04 0.09 0.674
C -4.39446 -4.92417 1.74550 0.10 0.03 -0.07 -1.694
C -3.29930 -6.02557 -0.26598 -0.02 -0.14 0.04 -1.301
S -0.40418 0.46109 -1.03632 -0.03 0.03 -0.04 1.172
O -0.31897 0.16663 0.35023 0.02 -0.01 0.22 -0.609
O -1.26305 1.48568 -1.52858 0.01 0.08 -0.04 -0.691
F 1.05287 0.85744 -1.48751 -0.02 -0.03 0.03 -0.197
H 5.66025 0.53468 0.83172 0.01 0.09 -0.03 0.319
H 4.58468 1.17091 -0.44192 0.08 0.03 0.00 0.323
H 3.92834 0.28623 0.95061 -0.10 0.11 -0.09 0.312
H 4.70106 -1.80407 0.15781 0.02 -0.02 -0.04 0.251
H 5.91834 -1.08113 -0.89959 -0.03 0.02 -0.06 0.310
H 3.54996 -2.93100 -1.23622 -0.01 -0.02 -0.05 0.496
H 4.20345 -3.33759 -3.84964 -0.02 -0.12 0.09 0.450
H 5.14270 -1.86610 -3.55865 0.04 -0.01 0.02 0.372
H 6.26137 -6.17073 -0.71691 0.00 0.00 0.00 0.345
H 7.39110 -4.85855 -1.17476 0.00 0.01 -0.01 0.332
H 6.16380 -4.58074 0.05894 -0.01 0.02 -0.02 0.234
H 1.51213 -3.32031 -4.01591 -0.06 0.08 0.00 0.250
H 2.24329 -4.11421 -2.63262 0.06 0.06 0.04 0.473
H 0.27378 -4.00439 -1.44482 0.07 0.03 0.04 0.420
H -0.49675 -3.39695 -2.90545 -0.03 0.12 -0.01 0.386
H 0.85605 -0.63975 -3.38618 0.02 -0.12 -0.05 0.266
H -0.57801 0.03580 -3.82646 -0.18 -0.14 -0.10 0.374
H -3.74809 -1.32653 -1.31365 0.01 -0.01 -0.08 0.627
H -2.41593 -0.95168 -0.23724 0.01 0.01 -0.03 0.304
H -2.22299 -3.64703 -1.42890 0.12 0.10 0.00 -0.130
H -1.03209 -2.49903 0.69010 0.14 -0.15 -0.04 0.532
H -2.46448 -3.02649 1.53018 0.08 -0.16 0.09 0.474
H -1.39350 -4.23111 0.75193 -0.12 -0.05 0.13 0.156
H -4.68682 -2.83449 0.11021 -0.02 -0.07 0.07 0.444
H -4.54612 -3.62817 -1.44653 -0.05 0.08 0.02 0.385
H -5.29887 -5.30246 -0.12279 -0.02 0.11 -0.07 0.557
H -3.41263 -5.03795 2.20642 -0.01 0.04 0.01 0.322
H -5.02894 -5.72873 2.11995 0.04 -0.03 0.02 0.426
H -4.81487 -3.97775 2.09019 -0.08 -0.04 0.02 0.339
H -2.71682 -5.70361 -1.13012 -0.07 0.02 -0.04 0.318
H -3.79208 -6.95739 -0.54605 -0.03 0.01 0.02 0.352
H -2.59273 -6.27296 0.52865 0.05 0.04 -0.04 0.203
C 2.82782 2.32284 6.05824 0.10 -0.05 0.06 -1.153
C 3.54340 3.12480 4.99498 -0.17 0.06 -0.05 -0.166
O 4.96973 3.14648 5.20492 0.06 0.02 0.04 -0.302
C 5.62108 2.04304 4.85419 -0.04 0.02 -0.03 0.767
O 5.13854 1.05296 4.36592 0.03 -0.02 -0.01 -0.579
O 6.91603 2.21921 5.12726 -0.01 0.00 0.02 -0.307
C 7.74260 1.08990 4.83268 0.05 0.01 -0.01 -0.592
H 3.07959 2.69855 7.05058 -0.04 0.03 -0.01 0.299
H 1.75016 2.40825 5.91836 0.00 0.01 0.00 0.378
H 3.10103 1.27033 6.00400 -0.02 0.00 -0.03 0.314
H 3.25234 4.17242 5.03755 0.06 0.01 0.01 0.300
H 3.33497 2.74591 3.99491 0.04 -0.06 0.02 0.301
H 7.60890 0.77340 3.80036 -0.02 -0.01 0.00 0.239
H 7.50676 0.26264 5.50029 -0.02 -0.01 -0.02 0.289
H 8.76280 1.42316 4.99593 -0.01 0.01 0.01 0.208
C -4.52038 1.14718 -2.82376 -0.11 0.03 -0.02 -0.919
C -4.36808 0.16175 -3.96000 0.12 -0.04 0.14 0.192
O -5.59021 0.02728 -4.71559 -0.01 0.01 -0.04 -0.403
C -5.84504 1.01264 -5.56842 -0.02 0.01 -0.03 0.722
O -5.13919 1.96445 -5.79336 0.02 0.00 0.03 -0.587
O -7.02059 0.77387 -6.15065 0.01 0.00 0.02 -0.371
C -7.44576 1.79138 -7.06416 -0.04 -0.01 -0.04 -0.588
H -5.36582 0.86601 -2.19303 0.03 -0.02 0.02 0.263
H -3.61376 1.15922 -2.21933 0.01 0.00 -0.01 0.169
H -4.69348 2.15403 -3.20154 0.03 0.00 -0.01 0.369
H -4.17124 -0.83858 -3.58225 -0.04 -0.03 -0.07 0.121
H -3.55543 0.43790 -4.63091 -0.05 0.06 -0.04 0.251
H -6.67903 1.98232 -7.81196 0.01 0.01 0.01 0.296
H -7.66988 2.71307 -6.52898 0.03 0.01 0.00 0.256
H -8.34459 1.40480 -7.53425 0.00 -0.01 0.02 0.235
C 0.33007 -10.10907 3.30925 0.07 0.07 0.07 -1.201
C -0.47617 -9.03337 2.61590 -0.07 -0.16 -0.09 -0.169
O -0.25208 -7.73550 3.19817 -0.03 0.02 -0.01 -0.346
C 0.89653 -7.14918 2.86777 0.00 0.00 0.03 0.803
O 1.72878 -7.58596 2.11479 -0.01 0.01 0.00 -0.565
O 0.97022 -5.98473 3.51535 0.01 -0.01 -0.01 -0.336
C 2.19906 -5.28001 3.31793 0.07 0.14 -0.05 -0.618
H 0.12251 -10.10791 4.37979 -0.03 -0.03 -0.01 0.303
H 0.06453 -11.08620 2.90498 -0.01 0.00 0.00 0.362
H 1.39712 -9.95286 3.16110 -0.01 -0.01 -0.03 0.326
H -1.54265 -9.20812 2.74328 -0.01 0.08 0.04 0.326
H -0.26136 -8.99646 1.54808 0.09 0.06 0.02 0.318
H 2.40630 -5.15026 2.25738 0.00 -0.06 -0.01 0.247
H 3.02144 -5.81742 3.78779 0.01 -0.03 -0.04 0.316
H 2.07529 -4.30860 3.78677 -0.09 -0.04 0.05 0.234
C -5.46520 5.45344 -6.16443 -0.01 0.06 -0.10 -0.802
C -5.86751 6.27791 -4.96441 0.05 -0.17 0.12 -0.257
O -6.17443 7.64169 -5.31816 -0.03 0.02 -0.04 -0.347
C -7.36667 7.83020 -5.87449 0.00 0.00 0.02 0.769
O -8.20643 6.98862 -6.07149 0.01 0.01 -0.01 -0.559
O -7.48690 9.12531 -6.17544 0.01 -0.01 -0.01 -0.342
C -8.71602 9.47090 -6.81974 -0.02 0.05 0.01 -0.628
H -4.63161 5.92376 -6.68773 0.03 -0.02 0.03 0.325
H -5.16174 4.45570 -5.84665 0.00 0.00 -0.01 0.160
H -6.29613 5.35184 -6.86183 -0.02 -0.01 0.02 0.285
H -5.04560 6.36222 -4.25636 0.00 0.07 -0.02 0.302
H -6.72300 5.84340 -4.44770 -0.04 0.02 -0.05 0.313
H -9.56750 9.13296 -6.23305 0.00 -0.02 0.00 0.295
H -8.76113 9.02820 -7.81358 -0.01 -0.03 0.01 0.291
H -8.71351 10.55410 -6.89289 0.02 0.00 0.00 0.218
C 6.12598 6.59680 6.43180 -0.03 0.06 -0.12 -0.956
C 5.72779 7.35900 7.67437 0.06 -0.16 0.11 -0.265
O 5.31100 8.70397 7.37182 -0.03 0.02 -0.03 -0.346
C 4.08233 8.81844 6.87341 0.01 0.00 0.02 0.791
O 3.29949 7.92066 6.69138 0.01 0.01 -0.01 -0.558
O 3.85597 10.10667 6.61388 0.01 -0.01 -0.01 -0.335
C 2.57669 10.37795 6.03291 -0.03 0.05 0.01 -0.629
H 6.89844 7.13638 5.88252 0.04 -0.02 0.04 0.329
H 6.51249 5.61429 6.70353 0.00 -0.01 0.00 0.321
H 5.27188 6.45385 5.77183 -0.02 -0.03 0.03 0.233
H 6.57506 7.48312 8.34584 0.00 0.07 -0.02 0.295
H 4.93044 6.85137 8.21662 -0.04 0.02 -0.05 0.320
H 1.77936 9.96477 6.64674 0.00 -0.02 -0.01 0.295
H 2.51904 9.95751 5.03022 -0.01 -0.03 0.01 0.293
H 2.49882 11.45983 5.98984 0.02 0.00 0.00 0.218